112
Properties=species:S:1:pos:R:3 method="wB97M-V/def2-TZVPD" de_lowest_kj_mol=66.9 homo_lumo_gap_ha="0.2057 / 0.2056" charge=+2 energy_ha=-7525.471052
Ti -2.327 0.869 1.874
C -5.476 3.041 2.996
Sb -4.250 2.595 1.193
C -5.802 2.463 -0.197
C -3.651 4.679 0.801
H -5.546 4.148 3.114
H -4.891 2.580 3.841
H -6.457 2.574 2.829
H -6.626 3.065 0.098
H -6.067 1.444 -0.397
H -5.461 2.937 -1.133
H -2.992 4.599 -0.063
H -3.259 5.072 1.769
H -4.570 5.249 0.638
Cl -2.072 -2.531 4.423
C -3.584 -2.383 3.572
C -3.414 -1.106 2.751
O -4.132 -0.058 2.912
O -2.420 -1.050 1.902
H -4.381 -2.230 4.325
H -3.749 -3.269 2.981
C -2.403 -2.425 -4.760
Si -2.029 -1.680 -3.025
C -3.160 -2.496 -1.737
C -0.302 -2.236 -2.510
Si -2.336 0.704 -3.041
Te -1.586 1.410 -0.576
Si -0.395 1.487 -4.301
C -0.382 3.318 -4.484
C -0.610 0.611 -5.946
C 1.321 1.117 -3.516
Si -4.285 1.647 -3.937
C -5.820 0.676 -3.366
C -4.209 1.383 -5.803
C -4.539 3.482 -3.639
H -2.690 -3.516 -4.853
H -1.510 -2.271 -5.376
H -3.212 -1.912 -5.294
H -2.590 -3.136 -1.059
H -3.880 -3.158 -2.239
H -3.793 -1.803 -1.133
H -0.198 -3.278 -2.915
H -0.272 -2.186 -1.414
H 0.407 -1.533 -2.968
H -1.101 3.757 -5.220
H 0.638 3.592 -4.829
H -0.548 3.867 -3.523
H -0.138 1.161 -6.760
H -1.658 0.475 -6.171
H -0.183 -0.440 -5.931
H 1.154 0.400 -2.689
H 1.836 2.005 -3.230
H 1.954 0.535 -4.240
H -6.258 0.053 -4.181
H -6.631 1.358 -2.965
H -5.543 -0.062 -2.582
H -3.758 0.413 -6.074
H -3.562 2.111 -6.324
H -5.232 1.445 -6.275
H -3.566 4.039 -3.844
H -4.823 3.768 -2.637
H -5.293 3.809 -4.371
N 0.213 3.169 3.913
C -0.928 2.481 4.143
O -1.342 1.695 3.188
C -1.586 2.593 5.452
I -2.052 4.658 6.072
H 0.860 2.847 3.221
H 0.585 3.782 4.635
H -0.922 2.297 6.290
H -2.513 2.013 5.522
C 4.907 0.795 2.964
C 5.208 -0.035 1.727
C 4.882 0.865 0.534
C 6.722 -0.357 1.710
Si 4.186 -1.734 1.781
Br 2.038 -0.951 1.371
C 4.045 -2.560 3.538
C 3.669 -4.056 3.488
C 3.106 -1.762 4.451
C 5.507 -2.637 4.211
C 4.405 -2.884 0.204
C 5.660 -3.684 0.544
C 3.196 -3.847 0.102
C 4.660 -1.949 -1.001
H 5.497 1.726 2.863
H 5.187 0.295 3.909
H 3.828 1.059 3.043
H 5.516 1.757 0.585
H 3.881 1.282 0.590
H 5.061 0.475 -0.480
H 7.359 0.534 1.670
H 6.952 -0.991 0.832
H 7.018 -0.903 2.614
H 2.742 -4.310 2.976
H 3.602 -4.425 4.584
H 4.428 -4.665 2.966
H 2.068 -1.806 4.162
H 3.253 -0.661 4.562
H 3.183 -2.132 5.484
H 6.202 -3.045 3.468
H 5.575 -3.348 5.105
H 5.812 -1.618 4.504
H 5.601 -4.195 1.527
H 6.559 -3.085 0.510
H 5.692 -4.463 -0.254
H 3.031 -4.415 1.027
H 3.370 -4.561 -0.724
H 2.311 -3.307 -0.116
H 5.652 -1.512 -1.053
H 3.892 -1.146 -0.922
H 4.531 -2.460 -1.987